No. 1
Here is C4H6O2 in the gas phase in a non-equilibrium geometry from the OMol25 dataset. Energies are from wB97M-V/def2-TZVPD.

The geometry in XYZ format:
```
12
Properties=species:S:1:pos:R:3
C 1.11 0.55 -0.21
C -0.48 0.04 -0.42
C -0.20 -1.43 -0.31
O -0.04 -2.16 -1.26
C -1.13 0.67 0.77
O -0.44 1.03 1.69
H 1.19 1.63 -0.38
H 1.54 0.42 0.81
H 1.74 -0.02 -0.88
H -1.11 0.16 -1.34
H 0.04 -1.73 0.72
H -2.22 0.85 0.82
```

* orbital gap: 10.5 eV
* HOMO energy: -10.026 eV
* E_LUMO: 0.427 eV
* relative energy (zero: lowest compared OMol25 entry of this formula, charge and spin): 44.3 kcal per mole
* calculated total energy: -306.4357 a.u.
* max |F|: 1.55 eV/A

***

No. 2
Here is 2 unconnected molecules or ions with the total composition C2H4NP in a non-equilibrium geometry from the OMol25 dataset. Energies are from wB97M-V/def2-TZVPD.

The geometry in XYZ format:
```
8
Properties=species:S:1:pos:R:3
C 0.81 0.23 0.45
C 1.46 -0.22 -0.55
N 0.10 0.20 1.46
P -3.23 -0.12 -0.13
H 0.93 -0.57 -1.44
H 2.62 0.05 -0.57
H -0.37 0.95 1.86
H -2.32 -0.51 -1.07
```

* orbital gap (spin up / spin down): 7.4 / 7.4 eV
* HOMO energy (spin up / spin down): -8.819 / -8.879 eV
* E_LUMO (spin up / spin down): -1.464 / -1.449 eV
* relative energy (zero: lowest compared OMol25 entry of this formula, charge and spin): 87.9 kcal per mole
* calculated total energy: -474.5337 a.u.
* max |F|: 4.69 eV/A

***

No. 3
Here is 12 unconnected molecules or ions with the total composition C28H86N14O12 in a non-equilibrium geometry from the OMol25 dataset. Energies are from wB97M-V/def2-TZVPD.

The geometry in XYZ format:
```
140
Properties=species:S:1:pos:R:3
C 32.20 16.63 -15.89
O 31.57 16.15 -17.06
C 30.34 16.77 -17.50
C 29.14 16.29 -16.65
C 28.98 14.81 -16.72
N 27.87 16.91 -16.98
H 33.15 16.15 -15.68
H 31.55 16.69 -15.02
H 32.53 17.65 -16.07
H 30.36 17.86 -17.45
H 30.13 16.63 -18.56
H 29.36 16.60 -15.63
H 28.80 14.47 -17.74
H 28.10 14.39 -16.23
H 29.87 14.37 -16.26
H 27.87 17.84 -16.57
H 27.05 16.56 -16.52
C 31.64 15.30 -11.76
O 32.62 14.41 -12.51
C 32.18 13.70 -13.64
C 33.41 13.12 -14.42
C 33.01 12.75 -15.90
N 34.23 12.14 -13.74
H 31.36 15.98 -12.56
H 32.17 15.77 -10.93
H 30.88 14.63 -11.36
H 31.54 12.88 -13.31
H 31.63 14.40 -14.26
H 34.08 13.98 -14.47
H 32.23 12.03 -16.11
H 33.86 12.46 -16.52
H 32.57 13.65 -16.34
H 35.15 12.00 -14.13
H 34.40 12.34 -12.77
C 33.98 7.81 -14.14
O 34.19 7.93 -15.52
C 33.74 9.15 -16.17
C 34.11 9.15 -17.71
C 33.11 8.25 -18.42
N 35.45 8.62 -17.85
H 34.45 8.65 -13.64
H 34.48 6.91 -13.78
H 32.92 7.69 -13.93
H 32.70 9.46 -16.04
H 34.32 9.98 -15.78
H 34.03 10.12 -18.19
H 33.42 7.20 -18.42
H 33.12 8.59 -19.46
H 32.06 8.33 -18.16
H 36.10 9.27 -17.42
H 35.53 7.94 -17.10
C 24.95 5.98 -16.03
O 25.56 6.57 -17.12
C 26.98 6.67 -17.08
C 27.41 6.93 -18.51
C 27.10 5.92 -19.63
N 28.85 7.13 -18.46
H 25.07 6.51 -15.08
H 25.27 4.97 -15.76
H 23.87 5.99 -16.13
H 27.30 7.37 -16.31
H 27.31 5.68 -16.75
H 26.99 7.89 -18.80
H 27.47 6.33 -20.57
H 26.06 5.63 -19.77
H 27.65 5.00 -19.51
H 29.21 6.24 -18.14
H 29.17 7.07 -19.42
C 28.44 13.13 -13.04
O 28.20 14.56 -13.00
C 26.91 15.02 -13.02
C 27.02 16.58 -13.36
C 27.55 17.46 -12.18
N 25.71 17.15 -13.79
H 29.35 12.93 -12.48
H 28.59 12.81 -14.07
H 27.65 12.51 -12.64
H 26.30 14.53 -13.78
H 26.40 14.92 -12.06
H 27.71 16.67 -14.20
H 26.89 17.41 -11.32
H 27.84 18.47 -12.44
H 28.51 17.04 -11.85
H 25.08 17.26 -13.01
H 25.24 16.44 -14.33
C 31.37 12.68 -19.44
O 30.65 11.49 -19.02
C 29.71 11.74 -18.03
C 28.98 10.47 -17.66
C 27.83 10.59 -16.66
N 29.92 9.56 -17.08
H 32.01 13.11 -18.67
H 30.69 13.42 -19.88
H 32.07 12.51 -20.26
H 30.25 12.26 -17.23
H 28.95 12.39 -18.46
H 28.64 9.95 -18.55
H 27.03 11.16 -17.13
H 28.13 11.22 -15.82
H 27.38 9.67 -16.29
H 29.62 8.70 -17.51
H 30.74 9.95 -17.54
N 32.48 4.95 -13.04
C 32.95 4.42 -12.03
N 32.93 3.18 -12.09
O 33.37 4.95 -11.03
H 32.24 4.32 -13.79
H 32.33 5.95 -13.14
H 33.36 2.67 -11.34
H 32.51 2.67 -12.86
N 32.25 8.00 -10.98
C 31.20 8.35 -10.35
N 30.94 9.60 -10.51
O 30.53 7.58 -9.64
H 32.53 7.04 -10.85
H 32.52 8.65 -11.70
H 30.17 10.10 -10.08
H 31.24 9.85 -11.44
N 29.43 6.55 -13.57
C 29.65 5.62 -14.53
N 30.33 6.15 -15.48
O 29.25 4.46 -14.49
H 28.94 6.25 -12.74
H 29.43 7.53 -13.84
H 30.55 7.13 -15.37
H 30.43 5.54 -16.28
N 27.68 8.49 -11.26
C 27.17 9.19 -12.31
N 25.91 9.02 -12.50
O 27.88 9.80 -13.09
H 28.60 8.63 -10.87
H 27.02 7.89 -10.79
H 25.44 9.41 -13.30
H 25.39 8.40 -11.90
O 30.27 9.43 -14.26
H 29.39 9.42 -13.90
H 30.16 9.71 -15.17
O 32.41 10.28 -12.99
H 31.86 10.17 -13.76
H 33.00 10.99 -13.21
```

* orbital gap: 8.9 eV
* HOMO energy: -8.653 eV
* E_LUMO: 0.222 eV
* relative energy (zero: lowest compared OMol25 entry of this formula, charge and spin): 0.0 kcal per mole
* calculated total energy: -2787.7948 a.u.
* max |F|: 9.47 eV/A